(1)
{
  "formula": "C63H46NOP2PdS",
  "method": "wB97M-V/def2-TZVPD",
  "elements": ["Pd", "O", "S", "C", "C", "C", "C", "C", "C", "C", "C", "C", "C", "P", "C", "C", "C", "C", "C", "C", "C", "C", "C", "C", "C", "C", "C", "C", "C", "C", "C", "C", "C", "C", "C", "C", "C", "C", "P", "C", "C", "C", "C", "C", "C", "C", "C", "C", "C", "C", "C", "C", "C", "H", "H", "H", "H", "H", "H", "H", "H", "H", "H", "H", "H", "H", "H", "H", "H", "H", "H", "H", "H", "H", "H", "H", "H", "H", "H", "H", "H", "H", "H", "H", "H", "H", "H", "H", "H", "C", "C", "C", "C", "C", "C", "C", "C", "C", "C", "C", "C", "C", "C", "C", "N", "H", "H", "H", "H", "H", "H", "H", "H", "H", "H"],
  "coordinates": [[-0.03, -0.29, 0.28], [0.91, 2.32, 1.35], [0.10, 2.09, 0.13], [1.07, 2.82, -1.16], [0.61, 3.71, -2.09], [1.46, 4.33, -3.03], [2.79, 4.06, -2.97], [3.96, 4.61, -3.75], [5.21, 3.90, -3.16], [4.67, 2.98, -2.09], [5.28, 2.11, -1.24], [4.48, 1.31, -0.41], [3.10, 1.40, -0.34], [2.33, -0.03, 0.53], [3.00, 0.01, 2.22], [2.82, -1.08, 3.06], [3.27, -1.04, 4.37], [3.87, 0.11, 4.86], [4.01, 1.22, 4.04], [3.58, 1.17, 2.72], [3.18, -1.38, -0.38], [3.84, -2.45, 0.21], [4.41, -3.44, -0.57], [4.35, -3.37, -1.95], [3.71, -2.30, -2.55], [3.13, -1.31, -1.77], [2.45, 2.40, -1.14], [3.27, 3.11, -2.03], [-1.32, 3.14, 0.34], [-1.00, 4.48, 0.46], [-1.95, 5.47, 0.78], [-3.23, 5.06, 1.00], [-4.46, 5.86, 1.37], [-5.59, 4.81, 1.50], [-4.91, 3.49, 1.23], [-5.40, 2.21, 1.25], [-4.51, 1.16, 0.96], [-3.17, 1.33, 0.66], [-2.31, -0.22, 0.20], [-3.31, -1.55, 0.92], [-3.31, -1.68, 2.31], [-4.07, -2.67, 2.92], [-4.82, -3.55, 2.15], [-4.84, -3.41, 0.77], [-4.10, -2.41, 0.16], [-2.55, -0.26, -1.60], [-2.38, -1.46, -2.30], [-2.50, -1.49, -3.68], [-2.78, -0.32, -4.38], [-2.94, 0.87, -3.69], [-2.83, 0.90, -2.31], [-2.63, 2.66, 0.62], [-3.55, 3.69, 0.93], [-0.44, 3.99, -2.08], [1.05, 5.04, -3.74], [4.02, 5.69, -3.65], [3.85, 4.40, -4.82], [5.91, 4.62, -2.73], [5.76, 3.34, -3.91], [6.36, 1.99, -1.22], [4.97, 0.56, 0.19], [2.30, -1.96, 2.71], [3.12, -1.90, 5.02], [4.21, 0.15, 5.89], [4.46, 2.13, 4.42], [3.68, 2.04, 2.09], [3.94, -2.51, 1.29], [4.93, -4.27, -0.09], [4.80, -4.15, -2.56], [3.66, -2.23, -3.63], [2.63, -0.48, -2.26], [0.03, 4.77, 0.32], [-1.65, 6.50, 0.85], [-4.68, 6.60, 0.60], [-4.30, 6.40, 2.30], [-6.39, 4.98, 0.79], [-6.04, 4.82, 2.49], [-6.44, 2.00, 1.47], [-4.92, 0.16, 0.98], [-2.74, -1.00, 2.92], [-4.06, -2.76, 4.00], [-5.40, -4.33, 2.63], [-5.44, -4.08, 0.17], [-4.15, -2.30, -0.91], [-2.15, -2.37, -1.76], [-2.37, -2.43, -4.20], [-2.88, -0.35, -5.46], [-3.16, 1.78, -4.24], [-2.98, 1.84, -1.79], [-0.25, -1.01, 4.51], [-0.28, -2.40, 4.61], [-0.25, -3.17, 3.46], [-0.20, -2.58, 2.19], [-0.15, -1.18, 2.11], [-0.17, -0.41, 3.27], [-0.16, -3.43, 0.96], [-0.38, -4.83, 1.04], [-0.28, -5.60, -0.08], [0.04, -5.00, -1.32], [0.18, -5.73, -2.52], [0.48, -5.08, -3.68], [0.64, -3.68, -3.69], [0.51, -2.95, -2.54], [0.21, -3.60, -1.32], [0.08, -2.85, -0.19], [-0.27, -0.40, 5.41], [-0.33, -2.88, 5.58], [-0.25, -4.25, 3.57], [-0.10, 0.67, 3.19], [-0.64, -5.29, 1.98], [-0.45, -6.67, -0.03], [0.05, -6.80, -2.50], [0.59, -5.64, -4.60], [0.88, -3.17, -4.62], [0.63, -1.87, -2.53]],
  "total_charge": 1,
  "gap_ev": 7.191,
  "de_lowest_kj_mol": 38.3,
  "fmax_ev_per_a": 1.1,
  "homo_energy_ev": -9.6,
  "mol_weight_g_mol": 1033.5
}

***

(2)
{
  "formula": "C63H51Cl2MoN3O2P2",
  "method": "wB97M-V/def2-TZVPD",
  "elements": ["Mo", "O", "C", "C", "C", "C", "C", "C", "C", "C", "C", "O", "C", "C", "C", "C", "C", "C", "C", "C", "C", "C", "C", "C", "N", "C", "C", "C", "C", "C", "C", "C", "C", "C", "C", "C", "C", "H", "H", "H", "H", "H", "H", "H", "H", "H", "H", "H", "H", "H", "H", "H", "H", "H", "H", "H", "H", "H", "H", "H", "H", "H", "H", "H", "N", "P", "C", "C", "C", "C", "C", "C", "C", "C", "C", "C", "C", "C", "P", "C", "C", "C", "C", "C", "C", "C", "C", "C", "C", "C", "C", "H", "H", "H", "H", "H", "H", "H", "H", "H", "H", "H", "H", "H", "H", "H", "H", "H", "H", "H", "H", "H", "Cl", "C", "C", "C", "C", "C", "Cl", "C", "N", "H", "H", "H"],
  "coordinates": [[0.10, 0.39, -0.36], [-0.61, 2.03, -0.16], [-0.42, 3.47, -0.14], [1.10, 3.61, -0.35], [1.93, 2.92, 0.67], [2.79, 3.67, 1.46], [3.52, 3.05, 2.46], [3.34, 1.70, 2.65], [2.48, 0.99, 1.83], [2.23, -0.45, 2.15], [0.76, -0.73, 2.51], [-0.07, -0.34, 1.40], [0.53, -2.20, 2.84], [1.57, -3.05, 3.20], [1.30, -4.34, 3.64], [-0.01, -4.79, 3.73], [-1.05, -3.94, 3.38], [-0.78, -2.65, 2.95], [0.42, 0.13, 3.73], [0.83, -0.27, 5.00], [0.64, 0.54, 6.10], [0.03, 1.78, 5.95], [-0.39, 2.19, 4.69], [-0.20, 1.37, 3.59], [1.82, 1.58, 0.81], [-0.99, 4.06, 1.14], [-2.24, 3.63, 1.58], [-2.89, 4.29, 2.61], [-2.30, 5.40, 3.20], [-1.05, 5.83, 2.77], [-0.40, 5.16, 1.74], [-1.22, 4.04, -1.31], [-2.33, 3.38, -1.80], [-3.07, 3.91, -2.84], [-2.70, 5.12, -3.41], [-1.60, 5.81, -2.90], [-0.87, 5.27, -1.85], [1.32, 3.20, -1.33], [1.37, 4.67, -0.38], [2.86, 4.73, 1.29], [4.20, 3.62, 3.08], [3.84, 1.18, 3.45], [2.53, -1.08, 1.32], [2.86, -0.71, 3.00], [2.60, -2.74, 3.14], [2.12, -4.99, 3.93], [-0.22, -5.79, 4.09], [-2.07, -4.27, 3.48], [-1.60, -1.97, 2.74], [1.30, -1.24, 5.14], [0.96, 0.21, 7.08], [-0.12, 2.42, 6.81], [-0.88, 3.14, 4.57], [-0.54, 1.69, 2.62], [-2.72, 2.78, 1.11], [-3.86, 3.95, 2.94], [-2.81, 5.93, 3.99], [-0.59, 6.69, 3.23], [0.55, 5.54, 1.41], [-2.64, 2.43, -1.36], [-3.94, 3.38, -3.21], [-3.27, 5.54, -4.22], [-1.31, 6.76, -3.32], [-0.03, 5.83, -1.46], [-0.23, -2.38, -0.85], [-1.57, -1.29, -0.88], [-2.53, -1.25, -2.39], [-3.25, -2.39, -2.78], [-4.05, -2.34, -3.90], [-4.17, -1.15, -4.62], [-3.49, -0.01, -4.21], [-2.66, -0.06, -3.09], [-2.69, -1.90, 0.37], [-3.40, -0.94, 1.08], [-4.36, -1.34, 1.99], [-4.62, -2.69, 2.18], [-3.91, -3.64, 1.47], [-2.94, -3.25, 0.56], [1.43, -1.83, -0.78], [2.18, -3.24, 0.09], [1.53, -4.46, 0.28], [2.23, -5.55, 0.80], [3.57, -5.42, 1.14], [4.22, -4.21, 0.93], [3.53, -3.13, 0.40], [2.49, -1.79, -2.24], [3.13, -0.58, -2.51], [4.11, -0.52, -3.49], [4.44, -1.66, -4.21], [3.82, -2.87, -3.93], [2.86, -2.94, -2.94], [-0.35, -3.02, -0.07], [-3.17, -3.31, -2.22], [-4.60, -3.21, -4.22], [-4.81, -1.11, -5.49], [-3.60, 0.92, -4.76], [-2.13, 0.83, -2.78], [-3.20, 0.12, 0.93], [-4.91, -0.59, 2.56], [-5.37, -3.00, 2.90], [-4.12, -4.70, 1.61], [-2.39, -4.01, 0.01], [0.50, -4.62, 0.01], [1.72, -6.49, 0.94], [4.11, -6.27, 1.54], [5.27, -4.11, 1.18], [4.07, -2.21, 0.21], [2.88, 0.31, -1.95], [4.61, 0.42, -3.69], [5.20, -1.61, -4.97], [4.09, -3.76, -4.48], [2.39, -3.89, -2.71], [-0.11, -2.51, -3.73], [0.40, -0.97, -4.32], [0.71, -0.96, -5.67], [1.03, 0.22, -6.32], [0.98, 1.40, -5.61], [0.66, 1.39, -4.27], [0.51, 2.93, -3.53], [0.43, 0.20, -3.53], [0.29, 0.30, -2.15], [0.67, -1.90, -6.21], [1.27, 0.21, -7.37], [1.17, 2.35, -6.09]],
  "total_charge": 2,
  "gap_ev": 6.312,
  "de_lowest_kj_mol": 0.0,
  "fmax_ev_per_a": 1.2,
  "homo_energy_ev": -13.0,
  "mol_weight_g_mol": 1110.9
}

***

(3)
{
  "formula": "C63H57CrN5O2P2Se2Si2Te",
  "method": "wB97M-V/def2-TZVPD",
  "elements": ["Cr", "C", "Si", "C", "C", "C", "C", "C", "C", "C", "Si", "C", "C", "H", "H", "H", "H", "H", "H", "H", "H", "H", "H", "H", "H", "H", "H", "H", "H", "Se", "P", "C", "C", "C", "C", "C", "C", "C", "C", "C", "C", "C", "C", "C", "C", "N", "N", "N", "P", "Se", "C", "C", "C", "C", "C", "C", "C", "C", "C", "C", "C", "C", "H", "H", "H", "H", "H", "H", "H", "H", "H", "H", "H", "H", "H", "H", "H", "H", "H", "H", "H", "H", "O", "C", "N", "C", "C", "O", "N", "C", "C", "C", "C", "C", "C", "C", "C", "C", "C", "C", "C", "H", "H", "H", "H", "H", "H", "H", "H", "H", "H", "H", "Te", "C", "C", "C", "C", "C", "C", "C", "C", "C", "C", "C", "C", "H", "H", "H", "H", "H", "H", "H", "H", "H", "H"],
  "coordinates": [[-0.67, 0.19, 1.58], [2.22, -1.16, 3.58], [1.27, 0.39, 3.07], [2.57, 1.57, 2.41], [0.74, 1.21, 4.71], [1.58, 1.26, 5.83], [1.18, 1.90, 7.00], [-0.07, 2.52, 7.06], [-0.90, 2.48, 5.94], [-0.51, 1.83, 4.76], [-1.65, 1.66, 3.26], [-3.30, 1.13, 4.00], [-1.97, 3.41, 2.66], [3.29, -0.92, 3.70], [2.15, -1.95, 2.83], [1.85, -1.56, 4.53], [3.17, 1.97, 3.24], [2.10, 2.41, 1.88], [3.22, 1.06, 1.69], [2.55, 0.78, 5.80], [1.83, 1.92, 7.86], [-0.39, 3.03, 7.96], [-1.88, 2.96, 6.00], [-3.72, 1.96, 4.58], [-3.20, 0.27, 4.66], [-4.02, 0.87, 3.21], [-2.51, 3.97, 3.44], [-2.59, 3.42, 1.76], [-1.04, 3.93, 2.43], [2.78, -3.15, -4.30], [3.02, -1.51, -2.98], [3.16, 0.09, -3.82], [3.22, 0.15, -5.21], [3.44, 1.38, -5.84], [3.62, 2.52, -5.08], [3.55, 2.47, -3.70], [3.32, 1.26, -3.06], [4.58, -1.73, -2.06], [4.61, -2.65, -1.01], [5.80, -2.92, -0.35], [6.97, -2.28, -0.74], [6.94, -1.38, -1.80], [5.75, -1.11, -2.46], [1.80, -1.18, -1.68], [0.46, -1.43, -1.34], [0.33, -0.89, -0.10], [1.47, -0.37, 0.28], [2.37, -0.51, -0.65], [-0.91, -2.38, -2.06], [-2.56, -2.65, -0.78], [-0.16, -3.99, -2.44], [-0.50, -4.68, -3.60], [0.01, -5.95, -3.82], [0.85, -6.53, -2.89], [1.18, -5.85, -1.72], [0.67, -4.58, -1.50], [-1.42, -1.67, -3.65], [-2.78, -1.52, -3.90], [-3.22, -1.08, -5.14], [-2.30, -0.79, -6.14], [-0.94, -0.90, -5.89], [-0.50, -1.33, -4.64], [3.10, -0.76, -5.78], [3.48, 1.42, -6.92], [3.80, 3.47, -5.58], [3.67, 3.37, -3.11], [3.25, 1.21, -1.98], [3.69, -3.15, -0.71], [5.81, -3.62, 0.47], [7.90, -2.48, -0.22], [7.85, -0.89, -2.11], [5.74, -0.41, -3.28], [-1.15, -4.21, -4.34], [-0.25, -6.48, -4.73], [1.26, -7.52, -3.07], [1.84, -6.30, -0.99], [0.91, -4.04, -0.58], [-3.48, -1.76, -3.11], [-4.28, -0.96, -5.33], [-2.64, -0.48, -7.12], [-0.21, -0.66, -6.66], [0.56, -1.44, -4.47], [-2.52, 0.63, 0.39], [-1.89, 1.56, -0.15], [-2.32, 2.41, -1.12], [-1.27, 3.37, -1.45], [-0.12, 2.83, -0.52], [1.00, 3.30, -0.50], [-0.62, 1.82, 0.23], [-0.87, 3.37, -2.92], [0.33, 3.98, -3.29], [0.67, 4.11, -4.63], [-0.19, 3.65, -5.62], [-1.38, 3.03, -5.25], [-1.71, 2.88, -3.91], [-1.70, 4.79, -1.04], [-2.81, 5.35, -1.68], [-3.26, 6.62, -1.35], [-2.60, 7.35, -0.37], [-1.50, 6.81, 0.27], [-1.05, 5.53, -0.06], [-3.27, 2.44, -1.43], [0.99, 4.35, -2.52], [1.61, 4.58, -4.90], [0.07, 3.76, -6.67], [-2.05, 2.66, -6.02], [-2.63, 2.37, -3.65], [-3.31, 4.80, -2.46], [-4.12, 7.04, -1.86], [-2.95, 8.35, -0.11], [-0.99, 7.36, 1.05], [-0.18, 5.12, 0.44], [-1.04, -2.25, 2.56], [-0.80, -2.51, 4.65], [-0.45, -3.78, 5.09], [-0.31, -4.04, 6.45], [-0.52, -3.02, 7.37], [-0.88, -1.75, 6.94], [-1.03, -1.50, 5.57], [-2.95, -3.14, 2.73], [-3.98, -2.52, 3.42], [-5.20, -3.16, 3.59], [-5.39, -4.44, 3.07], [-4.36, -5.06, 2.38], [-3.14, -4.42, 2.21], [-0.27, -4.57, 4.37], [-0.02, -5.03, 6.78], [-0.41, -3.22, 8.43], [-1.05, -0.95, 7.65], [-1.30, -0.51, 5.25], [-3.84, -1.53, 3.83], [-6.00, -2.67, 4.13], [-6.34, -4.94, 3.20], [-4.50, -6.05, 1.96], [-2.34, -4.90, 1.66]],
  "s_squared": 0.84,
  "total_charge": -1,
  "gap_ev": [7.586, 6.907],
  "fmax_ev_per_a": 1.5,
  "homo_energy_ev": [-5.4, -4.7],
  "spin_multiplicity": 2,
  "mol_weight_g_mol": 1371.8
}